Below is a structure of composition C34H39CdN5S4Si in a non-equilibrium geometry, with properties calculated with the ωB97M-V functional and the def2-TZVPD basis.

The geometry in XYZ format:
```
84
C34H39CdN5S4Si, DFT the ωB97M-V functional and the def2-TZVPD basis
Cd 0.7233 -0.0493 0.7371
S -0.0180 0.3390 3.3752
C 1.1471 1.2896 4.2334
C 1.1356 1.2276 5.6401
C 1.9870 1.9803 6.4272
C 2.8916 2.8489 5.8260
C 2.9309 2.9223 4.4415
C 2.0897 2.1589 3.6254
S 2.2606 2.3529 1.8848
H 0.4245 0.5490 6.0965
H 1.9378 1.8962 7.5087
H 3.5521 3.4657 6.4266
H 3.6345 3.5897 3.9579
S 5.5704 0.4995 1.2813
C 5.1657 -0.1940 -0.2691
C 3.9425 -0.7697 -0.2092
N 3.2986 -0.7148 0.9938
C 3.9444 0.0529 1.8575
H 5.8497 -0.1139 -1.0967
H 3.4674 -1.3056 -1.0208
H 3.8495 -0.0867 2.9259
C -0.5981 1.5873 -4.5477
C 0.2998 0.4258 -4.0997
C 1.6826 0.5724 -4.7495
C -0.3324 -0.8942 -4.5664
C 0.4378 0.4196 -2.6337
C 0.5620 0.4131 -1.4227
H -0.7017 1.5905 -5.6381
H -0.1760 2.5442 -4.2369
H -1.5902 1.4944 -4.1036
H 1.5984 0.5369 -5.8410
H 2.3402 -0.2322 -4.4186
H 2.1434 1.5184 -4.4630
H -0.4667 -0.8899 -5.6532
H -1.3045 -1.0428 -4.0939
H 0.3029 -1.7385 -4.2973
C -3.9997 -3.9929 -0.6430
C -3.4535 -4.5475 0.5078
C -2.1858 -4.1676 0.9306
C -1.4199 -3.2274 0.2319
C -2.0127 -2.6526 -0.9002
C -3.2712 -3.0343 -1.3396
Si 0.2967 -2.6423 0.8711
C 1.4689 -3.4356 -0.4206
C 1.4606 -3.0143 -1.7549
C 2.3690 -3.5041 -2.6804
C 3.3355 -4.4252 -2.2963
C 3.3796 -4.8409 -0.9725
C 2.4603 -4.3501 -0.0562
H -4.9810 -4.3017 -0.9894
H -4.0146 -5.2870 1.0707
H -1.7660 -4.6153 1.8247
H -1.4764 -1.8774 -1.4393
H -3.6979 -2.5773 -2.2266
H 0.4610 -3.6545 1.9824
H 0.7427 -2.2636 -2.0624
H 2.3384 -3.1599 -3.7098
H 4.0488 -4.8085 -3.0178
H 4.1374 -5.5507 -0.6564
H 2.5133 -4.6778 0.9766
C -6.7320 0.6595 0.4882
N -5.3148 0.7434 0.1906
C -4.3915 -0.0826 0.7898
N -4.8124 -1.3432 1.0900
S -2.8886 0.4745 1.1605
H -7.2213 1.5574 0.1157
H -6.9233 0.5742 1.5639
H -7.1805 -0.2049 -0.0075
H -4.9374 1.6758 0.1279
H -5.4907 -1.7730 0.4792
H -4.0514 -1.9592 1.3422
N 0.2862 6.8458 0.9161
C 0.0510 5.4689 0.7948
C -0.2660 4.6959 1.9058
C -0.5572 3.3537 1.7237
N -0.5724 2.7646 0.5331
C -0.2710 3.5029 -0.5255
C 0.0604 4.8458 -0.4505
H 0.6240 7.1087 1.8288
H 0.8518 7.2213 0.1713
H -0.2641 5.1371 2.8956
H -0.7727 2.7121 2.5717
H -0.2796 2.9806 -1.4766
H 0.3375 5.4060 -1.3369
```

Output
spin multiplicity = 1
frontier orbital gap = 4.495 eV
charge = -2
energy above the lowest of the compared OMol25 structures with the same formula, charge and spin = 18.2 kcal/mol

Taken from the natural (NBO) analysis, the atomic charges in e are: 1.46, -0.50, -0.25, -0.24, -0.27, -0.28, -0.29, -0.08, -0.49, 0.20, 0.18, 0.18, 0.20, 0.30, -0.47, -0.04, -0.53, -0.03, 0.22, 0.22, 0.22, -0.59, -0.17, -0.59, -0.59, -0.17, -0.58, 0.18, 0.21, 0.21, 0.18, 0.21, 0.21, 0.18, 0.21, 0.21, -0.28, -0.25, -0.22, -0.40, -0.15, -0.24, 0.45, -0.41, -0.17, -0.24, -0.26, -0.23, -0.21, 0.19, 0.19, 0.21, 0.22, 0.20, -0.21, 0.22, 0.19, 0.19, 0.19, 0.20, -0.41, -0.63, 0.24, -0.82, -0.14, 0.20, 0.19, 0.18, 0.41, 0.37, 0.42, -0.82, 0.19, -0.32, 0.10, -0.46, 0.06, -0.34, 0.37, 0.36, 0.20, 0.23, 0.20, 0.19

Below is a cluster of 2 separate species, C5H12NS in total in a non-equilibrium geometry, with properties calculated with the ωB97M-V functional and the def2-TZVPD basis.

The geometry in XYZ format:
```
19
C5H12NS, DFT the ωB97M-V functional and the def2-TZVPD basis
C -1.1856 -1.3929 -1.7436
C -1.1045 -2.1363 -2.8657
C -1.2577 0.8900 -0.8968
N -1.1279 0.0303 -1.8553
H -1.2833 -1.7758 -0.7363
H -1.0321 -1.6605 -3.8599
H -1.0837 -3.2417 -2.7910
H -1.1920 1.9243 -1.1274
H -1.4473 0.5424 0.1054
H -0.9795 0.3989 -2.8461
C 1.7830 -0.7864 0.9676
C 1.7430 0.7139 1.2545
S 0.3028 1.1603 2.3104
H 0.9072 -1.1185 0.3774
H 1.7693 -1.3467 1.9084
H 2.7083 -1.0461 0.3983
H 2.6452 1.0346 1.7962
H 1.6827 1.2954 0.2989
H 0.4863 2.4859 2.2015
```

Output
expectation value of S² = 0.76
spin multiplicity = 2
frontier orbital gap (alpha / beta) = 6.502 / 9.808 eV
energy above the lowest of the compared OMol25 structures with the same formula, charge and spin = 30.1 kcal/mol

Taken from the natural (NBO) analysis, the atomic charges in e are: -0.02, -0.50, -0.31, -0.55, 0.21, 0.19, 0.21, 0.18, 0.19, 0.40, -0.62, -0.50, -0.07, 0.21, 0.21, 0.22, 0.21, 0.21, 0.12

Below is a cluster of 8 separate species, C16H32O32S8 in total in a non-equilibrium geometry, with properties calculated with the ωB97M-V functional and the def2-TZVPD basis.

The geometry in XYZ format:
```
88
C16H32O32S8, DFT the ωB97M-V functional and the def2-TZVPD basis
O -2.6055 -0.5413 -5.1424
S -3.1746 0.4059 -4.2262
O -2.8243 1.7788 -4.3689
O -4.7917 0.2834 -4.2025
C -5.2880 0.6603 -2.9276
C -4.2259 0.1739 -1.9369
O -3.0238 -0.0368 -2.6777
H -5.4291 1.7424 -2.9304
H -6.2349 0.1308 -2.8424
H -4.4447 -0.7839 -1.4652
H -4.1072 0.8938 -1.1255
O -0.4690 0.5501 2.9287
S -1.7427 0.2358 2.3579
O -1.8115 -0.7227 1.3027
O -2.6430 -0.2191 3.6087
C -3.9920 0.1113 3.3590
C -3.8807 1.5503 2.7654
O -2.6545 1.5552 2.0449
H -4.5180 -0.5629 2.6831
H -4.4824 0.1552 4.3289
H -3.9024 2.2486 3.5958
H -4.7050 1.5547 2.0549
O -2.2527 -5.6429 0.6114
S -2.6037 -4.3237 0.1884
O -3.9916 -3.9892 0.3035
O -1.6194 -3.1561 0.8070
C -0.4516 -3.1403 -0.0101
C -0.7232 -3.7869 -1.3876
O -2.1464 -3.9821 -1.3324
H -0.0308 -2.1414 -0.1028
H 0.3516 -3.7192 0.4494
H -0.2347 -4.7496 -1.5260
H -0.5348 -3.1289 -2.2316
O 0.2489 4.0817 -1.4828
S -0.7383 5.1072 -1.6073
O -1.5601 5.0863 -2.7734
O -1.7292 5.0465 -0.3280
C -1.8522 6.3373 0.2732
C -0.8716 7.2914 -0.4064
O -0.0727 6.5264 -1.3113
H -2.8419 6.7611 0.1086
H -1.5869 6.1803 1.3137
H -0.2209 7.8548 0.2581
H -1.4408 7.9933 -1.0221
O 2.2369 -1.7651 -1.0294
S 2.2513 -0.4048 -1.5103
O 3.1394 -0.0419 -2.5577
O 0.7573 0.0562 -1.9234
C 0.1276 0.8820 -0.9317
C 1.0349 0.9139 0.2923
O 2.3471 0.5438 -0.1797
H 0.2554 1.8565 -1.4079
H -0.9204 0.6132 -0.8535
H 0.8775 0.0624 0.9555
H 1.0805 1.9074 0.7271
O 0.7167 4.4296 1.5113
S 0.5292 4.7164 2.9164
O 1.3550 5.7407 3.5035
O -1.0395 4.9130 3.2189
C -1.3898 4.3860 4.5044
C -0.2519 3.4837 4.9389
O 0.6340 3.4299 3.8336
H -1.5701 5.1238 5.2872
H -2.3369 3.8897 4.3031
H -0.6138 2.4799 5.1660
H 0.1978 3.8054 5.8775
O 5.5553 -1.2174 -3.0317
S 6.1050 -2.3068 -2.2943
O 6.6111 -3.4640 -2.9510
O 7.2590 -1.7449 -1.2544
C 6.8682 -1.7489 0.1031
C 5.3787 -2.1235 0.1568
O 5.1309 -2.8189 -1.0471
H 7.4738 -2.5337 0.5656
H 7.0864 -0.7967 0.5816
H 4.8424 -1.1748 0.2198
H 5.1621 -2.8405 0.9422
O 1.2280 -5.9482 0.2372
S 2.4501 -6.6905 0.0178
O 2.9136 -7.7306 0.8810
O 2.3655 -7.2094 -1.5249
C 2.7196 -6.1814 -2.4547
C 3.3563 -5.0843 -1.5967
O 3.6370 -5.6022 -0.3211
H 3.3292 -6.6671 -3.2164
H 1.8440 -5.8456 -3.0163
H 2.8284 -4.1329 -1.5168
H 4.2909 -4.8296 -2.0976
```

Output
spin multiplicity = 1
frontier orbital gap = 10.268 eV
structure (SMILES) = O=S1(=O)OCCO1.O=S1(=O)OCCO1.O=S1(=O)OCCO1.O=S1(=O)OCCO1.O=S1(=O)OCCO1.O=S1(=O)OCCO1.O=S1(=O)OCCO1.O=S1(=O)OCCO1
energy above the lowest of the compared OMol25 structures with the same formula, charge and spin = 57.9 kcal/mol

Taken from the Löwdin analysis, the atomic charges in e are: -0.21, 0.64, -0.22, -0.20, -0.17, -0.16, -0.20, 0.13, 0.13, 0.13, 0.12, -0.21, 0.65, -0.20, -0.18, -0.17, -0.15, -0.19, 0.13, 0.14, 0.12, 0.13, -0.22, 0.66, -0.25, -0.21, -0.19, -0.13, -0.20, 0.09, 0.11, 0.11, 0.13, -0.23, 0.62, -0.22, -0.19, -0.16, -0.15, -0.17, 0.13, 0.10, 0.14, 0.13, -0.25, 0.66, -0.20, -0.19, -0.14, -0.14, -0.20, 0.11, 0.12, 0.11, 0.12, -0.22, 0.64, -0.22, -0.21, -0.15, -0.16, -0.18, 0.13, 0.11, 0.13, 0.13, -0.21, 0.69, -0.22, -0.19, -0.17, -0.16, -0.23, 0.13, 0.13, 0.12, 0.14, -0.24, 0.70, -0.21, -0.20, -0.14, -0.21, -0.18, 0.13, 0.13, 0.11, 0.11

Below is a cluster of 13 separate species, C52H80N8O10S5 in total in a non-equilibrium geometry, with properties calculated with the ωB97M-V functional and the def2-TZVPD basis.

The geometry in XYZ format:
```
155
C52H80N8O10S5, DFT the ωB97M-V functional and the def2-TZVPD basis
C -6.2943 9.6798 -4.2268
C -5.2198 8.6405 -4.6315
C -5.0097 7.6878 -3.4191
S -6.7260 7.3614 -2.7742
O -6.8431 7.6478 -1.3505
O -7.3153 6.1582 -3.3431
C -7.4230 8.8458 -3.6639
H -6.5927 10.2443 -5.1101
H -5.9308 10.3485 -3.4466
H -4.3680 9.2015 -5.0159
H -5.5925 7.9652 -5.4017
H -4.5308 8.2089 -2.5900
H -4.3720 6.8046 -3.4573
H -8.1925 9.3387 -3.0697
H -7.9862 8.4463 -4.5074
C -3.4673 7.3869 7.8391
C -2.8269 8.2280 8.8818
C -1.2950 7.9418 8.9939
S -0.8680 7.3500 7.3099
O -0.4212 5.9839 7.3421
O -0.0282 8.3735 6.6000
C -2.5686 7.3845 6.6263
H -4.4228 7.8916 7.6967
H -3.6172 6.3388 8.0982
H -3.1963 7.9533 9.8698
H -2.8737 9.3133 8.7928
H -0.8688 7.2546 9.7248
H -0.6753 8.8311 9.1086
H -2.8273 6.7529 5.7765
H -2.6504 8.3895 6.2121
C 10.5408 -8.2332 -1.3669
C 10.1906 -7.8117 -2.8323
C 9.1258 -6.7146 -2.7828
S 8.0772 -6.9876 -1.2201
O 6.7255 -7.4244 -1.6257
O 8.2734 -5.7898 -0.3936
C 9.2939 -8.3625 -0.5563
H 11.0510 -7.4030 -0.8785
H 11.2646 -9.0477 -1.3376
H 9.8753 -8.6193 -3.4930
H 11.1144 -7.4634 -3.2943
H 8.3990 -6.6523 -3.5928
H 9.4809 -5.6924 -2.6519
H 8.9295 -9.3884 -0.6089
H 9.3851 -8.2196 0.5205
C 2.1296 -0.1673 0.4042
C 1.3721 -1.4522 0.2834
C -0.1885 -1.1229 0.2948
S -0.3503 0.5791 1.2499
O -1.0267 0.2908 2.5248
O -0.6425 1.7238 0.4447
C 1.4907 0.5778 1.5614
H 2.0906 0.3632 -0.5472
H 3.1794 -0.2634 0.6811
H 1.6521 -2.0713 1.1357
H 1.6135 -2.0588 -0.5894
H -0.8694 -1.8204 0.7825
H -0.6667 -0.9614 -0.6713
H 1.5292 -0.0559 2.4475
H 1.8048 1.5724 1.8779
C -1.7513 -10.0922 -7.3131
C -1.0946 -9.2966 -6.1306
C -0.6052 -7.9259 -6.7891
S -0.4364 -8.1778 -8.7065
O 1.0099 -8.0530 -9.0491
O -1.4922 -7.4276 -9.4450
C -0.9268 -9.9258 -8.6567
H -2.7326 -9.6730 -7.5356
H -1.9119 -11.1302 -7.0218
H -0.1869 -9.8608 -5.9165
H -1.5819 -9.0241 -5.1944
H 0.3567 -7.5309 -6.4623
H -1.3957 -7.1861 -6.6634
H -0.0223 -10.5341 -8.6447
H -1.3999 -10.2217 -9.5931
N 2.0736 -6.5932 4.8903
C 2.6445 -5.4954 5.5245
C 1.7106 -5.0090 6.4575
C 0.6460 -5.8690 6.4175
C 0.8761 -6.8514 5.4547
H 2.5090 -7.2631 4.2725
H 3.6186 -5.1225 5.2442
H 1.8126 -4.1617 7.1195
H -0.2030 -5.8352 7.0842
H 0.2854 -7.7198 5.2030
N 2.1296 4.6051 -6.9163
C 3.2535 5.3780 -6.9139
C 3.4554 5.9171 -5.6886
C 2.3371 5.6062 -4.8806
C 1.5629 4.7536 -5.6390
H 1.7479 3.9490 -7.5826
H 3.8087 5.4680 -7.8358
H 4.2419 6.5802 -5.3598
H 2.2495 5.9474 -3.8597
H 0.7105 4.1561 -5.3512
N -10.8884 -2.3880 0.8283
C -9.6728 -1.9647 0.4166
C -9.9565 -0.9068 -0.5400
C -11.3204 -0.6952 -0.6118
C -11.9069 -1.5959 0.2477
H -11.0067 -3.2809 1.2853
H -8.7730 -2.4090 0.8157
H -9.1611 -0.3039 -0.9526
H -11.7246 0.1009 -1.2195
H -12.9191 -1.8587 0.5174
N -6.7139 -6.1694 7.2076
C -6.2636 -5.7697 5.9856
C -5.9838 -6.9671 5.2678
C -6.4169 -8.0599 6.0138
C -6.8437 -7.5552 7.2501
H -7.0410 -5.5474 7.9330
H -6.0105 -4.7465 5.7500
H -5.6126 -7.0600 4.2579
H -6.4639 -9.0179 5.5176
H -7.1667 -8.0778 8.1383
N -3.3286 0.8306 9.3804
C -4.6048 0.6783 9.9437
C -4.4024 0.6318 11.3324
C -3.0503 0.7789 11.5749
C -2.3651 0.7733 10.3632
H -3.0812 0.7335 8.4060
H -5.4914 0.6242 9.3293
H -5.1352 0.6216 12.1258
H -2.5741 0.8449 12.5420
H -1.3149 0.7128 10.1187
N -5.5540 1.9499 -7.8842
C -4.9917 2.5137 -9.0116
C -3.8934 1.6892 -9.4115
C -3.8316 0.6998 -8.4950
C -4.7922 0.8956 -7.5071
H -6.3429 2.2511 -7.3301
H -5.5334 3.3612 -9.4049
H -3.3151 1.7966 -10.3173
H -3.1686 -0.1350 -8.6682
H -5.0098 0.3598 -6.5949
N 11.1494 2.6380 -4.5151
C 11.3731 1.6866 -3.5052
C 12.7087 1.3957 -3.4029
C 13.3137 2.1299 -4.4721
C 12.3013 2.8032 -5.1814
H 10.2306 2.9507 -4.7945
H 10.4952 1.3455 -2.9767
H 13.1883 0.6762 -2.7560
H 14.3646 2.1059 -4.7198
H 12.4762 3.3997 -6.0646
N 6.8927 6.7500 3.2197
C 6.5438 6.4244 1.9414
C 7.4684 5.5430 1.4225
C 8.4130 5.3768 2.3837
C 8.0801 6.2011 3.4714
H 6.4253 7.3375 3.8954
H 5.7146 6.8828 1.4230
H 7.4262 5.2513 0.3835
H 9.2635 4.7635 2.1248
H 8.6574 6.3426 4.3732
```

Output
spin multiplicity = 1
frontier orbital gap = 8.339 eV
energy above the lowest of the compared OMol25 structures with the same formula, charge and spin = 21.1 kcal/mol

Atom charges from the Löwdin analysis, given in e for atoms 1 to 99: -0.22, -0.21, -0.20, 0.71, -0.35, -0.34, -0.23, 0.12, 0.12, 0.11, 0.11, 0.09, 0.10, 0.10, 0.10, -0.25, -0.23, -0.20, 0.72, -0.34, -0.37, -0.22, 0.12, 0.13, 0.11, 0.12, 0.10, 0.09, 0.11, 0.10, -0.24, -0.21, -0.20, 0.76, -0.36, -0.36, -0.20, 0.11, 0.12, 0.11, 0.11, 0.09, 0.09, 0.09, 0.09, -0.25, -0.21, -0.15, 0.71, -0.37, -0.33, -0.22, 0.12, 0.12, 0.11, 0.11, 0.08, 0.08, 0.10, 0.11, -0.20, -0.18, -0.17, 0.75, -0.38, -0.37, -0.23, 0.10, 0.10, 0.10, 0.11, 0.08, 0.08, 0.09, 0.10, 0.00, -0.12, -0.12, -0.14, -0.15, 0.15, 0.10, 0.09, 0.09, 0.10, 0.01, -0.17, -0.13, -0.11, -0.13, 0.15, 0.10, 0.09, 0.09, 0.10, -0.02, -0.12, -0.12, -0.14